A molecular structure, C16H26Br27OS in a non-equilibrium geometry. Source: the OMol25 dataset; level of theory: ωB97M-V/def2-TZVPD.

Positions of all 71 atoms, in Å:
C 3.997 -1.471 -0.847
S 5.179 -0.614 0.337
O 4.314 0.603 1.037
C 4.642 1.924 0.514
C 3.836 2.302 -0.809
C 4.570 3.563 -1.379
C 2.332 2.495 -0.388
C 1.615 1.077 -0.592
C 1.488 3.536 -1.206
H 3.408 -0.755 -1.467
H 3.346 -2.107 -0.230
H 4.638 -2.104 -1.509
H 6.190 -0.026 -0.403
H 5.746 2.050 0.328
H 4.361 2.673 1.297
H 3.927 1.432 -1.517
H 5.599 3.223 -1.690
H 4.747 4.359 -0.608
H 4.109 3.973 -2.309
H 2.283 2.704 0.717
H 0.519 1.192 -0.417
H 1.781 0.794 -1.666
H 2.033 0.280 0.067
H 2.036 4.118 -1.976
H 0.936 4.215 -0.502
H 0.673 2.988 -1.756
C 4.451 -4.213 2.500
Br 4.751 -3.230 0.848
Br 2.570 -4.541 2.787
Br 5.491 -5.841 2.569
H 4.794 -3.581 3.312
C 1.696 0.307 3.760
Br 1.025 2.031 4.330
Br 3.063 -0.360 4.957
Br 0.266 -0.972 3.516
H 2.164 0.448 2.792
C -3.069 -0.116 5.945
Br -4.261 -1.439 6.700
Br -4.032 1.237 4.953
Br -1.915 0.663 7.288
H -2.429 -0.632 5.237
C -1.583 -3.597 0.960
Br -2.385 -3.335 2.703
Br -2.715 -4.660 -0.190
Br -1.092 -1.913 0.133
H -0.667 -4.157 1.114
C -3.011 2.797 0.527
Br -3.670 4.518 1.113
Br -1.636 2.113 1.707
Br -4.448 1.528 0.271
H -2.548 2.949 -0.439
C -7.060 0.805 -2.766
Br -8.304 0.011 -4.017
Br -6.908 -0.248 -1.147
Br -5.339 1.136 -3.590
H -7.467 1.769 -2.482
C -6.696 -4.631 -1.569
Br -5.360 -5.982 -1.964
Br -6.095 -3.389 -0.214
Br -7.289 -3.719 -3.167
H -7.555 -5.151 -1.161
C 1.051 -5.341 -2.706
Br -0.215 -6.561 -1.909
Br 0.183 -3.995 -3.789
Br 2.209 -4.547 -1.370
H 1.680 -5.926 -3.367
C -3.142 5.487 -3.553
Br -5.046 5.780 -3.705
Br -2.309 6.765 -2.364
Br -2.738 3.664 -3.041
H -2.715 5.642 -4.538

HOMO level, Ha: -0.4217
Net charge: +1
Electronic energy, eV: -1921030.378
LUMO level, eV: -4.125